No. 1
ORCA calculation (ωB97M-V/def2-TZVPD) on 5 unconnected molecules or ions with the total composition C20H33INO8.

Properties
**Total charge**: +1
**DFT total energy**: -1736.079311 a.u.
**HOMO-LUMO gap**: 8.9144 eV

Geometry (Å):
I: 0.85 -1.39 2.22
C: 0.04 -0.95 0.30
C: -1.42 -0.53 0.40
C: -2.21 -1.86 0.56
C: -1.29 -2.93 -0.02
N: -0.08 -2.16 -0.55
H: 0.63 -0.16 -0.14
H: -1.60 0.22 1.16
H: -1.71 -0.11 -0.57
H: -3.11 -1.76 -0.05
H: -2.55 -2.06 1.57
H: -1.71 -3.48 -0.85
H: -0.93 -3.67 0.70
H: 0.75 -2.75 -0.55
H: -0.26 -1.85 -1.51
O: 7.79 -2.74 4.28
C: 6.97 -2.06 3.75
O: 5.81 -2.57 3.25
C: 5.06 -1.54 2.59
C: 5.55 -0.23 3.19
C: 7.00 -0.56 3.51
H: 5.25 -1.60 1.52
H: 4.00 -1.74 2.77
H: 5.42 0.62 2.52
H: 5.01 -0.02 4.12
H: 7.66 -0.37 2.66
H: 7.40 -0.05 4.38
O: 1.03 1.36 -1.50
C: 0.06 1.90 -1.97
O: -1.02 1.18 -2.33
C: -2.03 2.05 -2.92
C: -1.69 3.44 -2.40
C: -0.17 3.36 -2.25
H: -1.94 1.97 -4.00
H: -3.01 1.69 -2.60
H: -2.03 4.23 -3.07
H: -2.14 3.60 -1.43
H: 0.36 3.62 -3.17
H: 0.22 3.97 -1.44
O: -1.40 3.80 0.76
C: -0.44 3.62 1.45
O: 0.65 4.41 1.39
C: 1.70 3.89 2.22
C: 1.01 2.98 3.23
C: -0.20 2.49 2.43
H: 2.39 3.33 1.57
H: 2.23 4.72 2.67
H: 1.66 2.18 3.59
H: 0.67 3.56 4.09
H: 0.03 1.61 1.83
H: -1.08 2.30 3.03
O: -4.65 -0.73 -1.69
C: -4.60 -1.71 -2.38
O: -5.35 -2.80 -2.15
C: -5.02 -3.85 -3.08
C: -4.38 -3.15 -4.27
C: -3.72 -1.94 -3.60
H: -4.33 -4.54 -2.59
H: -5.93 -4.39 -3.33
H: -3.69 -3.78 -4.83
H: -5.15 -2.80 -4.96
H: -2.71 -2.17 -3.25
H: -3.68 -1.05 -4.22

No. 2
ORCA calculation (ωB97M-V/def2-TZVPD) on a molecular structure, C20H33N3.

Properties
**DFT total energy**: -945.482057 a.u.
**HOMO-LUMO gap**: 8.5977 eV

Geometry (Å):
C: -3.15 -5.39 0.41
C: -2.66 -3.99 0.74
C: -2.40 -3.00 -0.50
C: -2.25 -1.65 -0.15
C: -1.03 -1.54 0.58
C: 0.21 -1.78 0.09
H: 0.13 -2.82 -0.23
H: 1.03 -1.68 0.68
C: 0.62 -0.68 -1.16
N: 1.08 0.56 -0.61
C: 0.12 1.80 -0.14
N: 0.56 2.53 0.58
C: 2.05 1.85 0.86
H: 2.13 1.89 2.08
H: 2.68 2.85 0.63
C: 2.25 0.77 0.21
C: 3.47 0.86 -0.90
H: 3.39 2.02 -1.17
C: 4.95 0.75 -0.56
C: 5.24 1.44 0.88
H: 6.26 1.14 0.93
H: 4.53 1.21 1.77
H: 5.19 2.58 0.67
C: 4.93 -0.81 -0.12
H: 4.67 -1.23 -1.43
H: 6.12 -1.09 -0.11
H: 4.41 -1.40 0.55
H: 5.56 1.10 -1.34
H: 3.12 0.40 -1.73
H: 2.59 -0.12 0.76
N: -1.06 1.76 -0.74
C: -2.14 2.49 -0.51
C: -3.30 2.39 -1.02
C: -4.42 3.05 -0.79
C: -4.30 4.13 0.17
C: -3.02 4.57 0.86
C: -1.96 3.55 0.38
H: -1.04 3.68 1.32
H: -2.97 5.20 1.56
H: -5.22 4.97 0.47
H: -5.25 2.96 -1.13
H: -3.58 1.63 -1.53
H: -1.38 0.92 -1.37
H: 1.50 -1.25 -1.56
H: -0.23 -0.56 -1.88
H: -0.90 -0.38 1.02
H: -1.05 -2.06 1.69
H: -3.04 -1.39 0.46
H: -2.21 -0.97 -1.16
H: -1.84 -3.42 -0.99
H: -3.40 -3.09 -1.18
H: -3.59 -3.50 1.29
H: -1.73 -3.97 1.26
H: -4.05 -5.46 -0.17
H: -2.30 -5.92 -0.15
H: -3.34 -5.92 1.41

No. 3
ORCA calculation (ωB97M-V/def2-TZVPD) on a single C20H33N3O3S2 molecule.

Properties
**DFT total energy**: -1968.261394 a.u.
**SMILES**: CC(C)CCCCCCNC(=S)Nc1ccc(S(=O)(=O)N2CCOCC2)cc1
**HOMO-LUMO gap**: 8.4611 eV

Geometry (Å):
C: -0.11 -2.98 -1.93
C: 0.41 -4.15 -1.10
C: -0.63 -4.56 -0.07
C: 1.77 -3.84 -0.46
C: 1.74 -2.77 0.64
C: 3.16 -2.35 1.03
C: 3.15 -1.29 2.14
C: 4.44 -0.47 2.26
C: 4.87 0.23 0.96
N: 3.75 0.81 0.28
C: 3.75 2.00 -0.35
S: 5.04 3.02 -0.42
N: 2.58 2.35 -0.99
C: 1.34 1.73 -0.85
C: 0.90 1.31 0.41
C: -0.30 0.64 0.54
C: -1.07 0.39 -0.58
S: -2.57 -0.54 -0.36
O: -2.33 -1.58 0.59
O: -3.12 -0.88 -1.64
N: -3.53 0.62 0.41
C: -4.64 0.04 1.15
C: -5.33 1.15 1.93
O: -5.78 2.17 1.07
C: -4.72 2.72 0.33
C: -3.99 1.65 -0.49
C: -0.68 0.86 -1.83
C: 0.52 1.53 -1.96
H: -1.00 -3.28 -2.49
H: 0.64 -2.64 -2.64
H: -0.40 -2.15 -1.30
H: 0.58 -5.00 -1.78
H: -0.23 -5.30 0.62
H: -1.50 -4.99 -0.56
H: -0.98 -3.70 0.50
H: 2.45 -3.51 -1.25
H: 2.18 -4.76 -0.04
H: 1.22 -3.16 1.51
H: 1.19 -1.90 0.28
H: 3.73 -3.22 1.36
H: 3.66 -1.96 0.14
H: 2.97 -1.78 3.09
H: 2.31 -0.61 1.97
H: 4.29 0.28 3.03
H: 5.26 -1.12 2.58
H: 5.37 -0.49 0.30
H: 5.59 1.03 1.18
H: 2.98 0.19 0.10
H: 2.68 3.06 -1.70
H: 1.50 1.54 1.28
H: -0.65 0.28 1.50
H: -4.22 -0.72 1.82
H: -5.35 -0.44 0.47
H: -6.21 0.77 2.45
H: -4.62 1.57 2.66
H: -5.16 3.47 -0.33
H: -4.00 3.20 1.01
H: -3.12 2.08 -0.99
H: -4.67 1.23 -1.25
H: -1.31 0.65 -2.68
H: 0.84 1.89 -2.93

no.,F_max (hartree/bohr),HOMO energy (Eh)
1,0.0269,-0.43919
2,0.3457,-0.28961
3,0.0195,-0.30788